(1)
Entry from OMol25: a 2-piece molecular cluster, C7H13N overall in a non-equilibrium geometry (ωB97M-V/def2-TZVPD).

Geometry as XYZ:
```
21
C7H13N, DFT ωB97M-V/def2-TZVPD
H -0.24 -1.47 2.64
H -0.35 0.85 -1.04
C -0.90 1.31 -0.28
N 2.15 -0.02 -1.39
H -2.00 -0.66 -1.03
H 3.49 0.72 1.29
H -0.37 -1.66 -1.32
H 4.74 1.03 -0.17
C 4.02 0.33 0.40
C -0.73 0.30 0.90
C -0.55 -2.03 1.78
H -0.52 0.67 1.90
H 0.23 -2.72 1.34
H -1.95 1.37 -0.52
C 2.97 0.13 -0.60
C -1.29 -1.55 -0.69
H 4.52 -0.68 0.56
H -1.32 -2.82 2.00
C -0.87 -1.00 0.71
H -1.89 -2.43 -0.68
H -0.30 2.31 -0.01
```

As for the largest force on an atom: 3.9 eV/A. The energy relative to the best compared isomer or geometry (same formula, charge and spin) is 188.1 kJ/mol. As for the SMILES: CC=C(C)C.CC#N. For the total energy, the calculation gives -329.1998 a.u. The total charge is 0.

---

(2)
Entry from OMol25: C44H39MgN4O2S3 as an isolated structure in a non-equilibrium geometry (ωB97M-V/def2-TZVPD).

Geometry as XYZ:
```
93
C44H39MgN4O2S3, DFT ωB97M-V/def2-TZVPD
H -1.50 -1.77 5.76
C 3.04 0.40 -0.21
C -1.48 4.23 -0.19
H -3.65 2.08 -1.66
H 0.30 3.84 4.85
C -0.35 3.38 -0.10
S -2.11 -0.08 -1.40
C -1.48 -0.48 -7.41
N -1.67 -0.16 3.98
H 2.40 -1.90 2.95
N -1.67 -1.26 3.23
H -2.98 -2.69 5.51
H -2.07 -6.89 2.51
H -2.22 -5.10 4.21
C -1.84 -0.27 -3.16
C 0.78 3.84 0.61
C 3.16 3.28 -4.08
H -0.30 6.91 1.53
C -0.61 -0.01 -3.75
C 1.64 -1.86 0.96
H -2.27 0.13 -7.87
H 4.82 0.89 -1.27
C 3.08 1.85 -2.13
C 1.06 2.93 -2.94
H -0.52 -0.10 -7.75
S 0.82 -0.28 1.25
H -1.08 -3.88 -0.37
H -1.22 1.33 5.75
C 3.03 -4.23 0.55
C -0.50 -0.09 -5.12
H -1.60 -1.50 -7.77
C -1.72 -3.54 2.82
H 3.72 3.76 -4.87
H -3.88 -0.86 -3.44
H -3.66 -1.00 -5.90
C -2.72 2.48 -1.26
H 1.00 -2.05 -1.08
H 1.64 3.19 0.73
C 1.69 2.09 -1.99
H 0.00 3.12 -2.87
C 0.26 2.81 5.20
N -1.44 -3.23 1.54
C -1.59 -0.43 -5.92
H -1.80 3.00 5.82
C 1.65 0.61 -0.09
C -1.18 2.30 5.26
C 3.06 -3.60 1.79
C -1.96 -4.86 3.19
H -1.99 2.95 3.40
H 2.24 -4.15 -1.44
C -1.43 5.52 0.39
H 4.86 2.28 -3.26
C 2.36 -2.42 2.00
H 0.24 0.26 -3.14
C -1.53 -5.53 0.93
H 4.20 -5.91 1.24
C 0.97 1.47 -0.91
C -1.34 -4.20 0.63
C -1.88 -5.86 2.24
H 0.45 0.14 -5.59
N -1.77 2.13 3.94
C -2.94 -0.64 -3.92
C 3.84 -5.48 0.30
C -2.81 -0.72 -5.30
H 3.54 -0.23 0.52
C 2.27 -3.67 -0.47
C -1.92 -2.63 5.25
O -1.11 -0.98 -0.69
C -1.93 0.96 3.31
H -1.43 -3.54 5.59
H -3.49 4.44 -0.98
H 4.71 -5.25 -0.32
O 1.34 0.22 2.54
C -1.76 -2.43 3.77
H 0.84 2.18 4.53
H 0.72 2.76 6.19
Mg -1.53 -1.11 1.24
S -2.66 1.03 1.74
H 1.65 5.40 1.75
H -2.30 6.16 0.29
C -1.60 1.62 -1.16
H -1.43 -6.29 0.17
C 3.75 1.02 -1.19
C 1.57 -2.49 -0.28
C -0.39 2.06 -0.69
H 3.64 -4.03 2.60
C -0.32 5.93 1.07
C 3.80 2.47 -3.18
C 1.78 3.51 -3.96
H 3.25 -6.23 -0.22
C -2.64 3.77 -0.86
C 0.79 5.07 1.19
H 1.28 4.14 -4.67
```

As for the largest force on an atom: 1.4 eV/A. The energy relative to the best compared isomer or geometry (same formula, charge and spin) is 170.9 kJ/mol. For the total energy, the calculation gives -3464.1720 a.u. The total charge is +1.

---

(3)
Entry from OMol25: a 17-piece molecular cluster, C3H39NO17 overall in a non-equilibrium geometry (ωB97M-V/def2-TZVPD).

Geometry as XYZ:
```
60
C3H39NO17, DFT ωB97M-V/def2-TZVPD
H 0.93 3.41 1.57
H -5.37 -0.16 2.86
H -0.56 0.13 1.39
O -2.50 2.84 1.04
H -1.65 2.99 -1.28
H 3.19 0.69 1.07
O -0.41 -4.51 -2.44
O -2.27 -1.92 0.51
H 0.32 0.84 0.01
O -0.97 -1.37 2.94
H -3.25 2.74 1.63
H -1.28 0.42 -0.13
H 2.48 -3.23 -3.20
H -2.78 -0.56 -1.83
H 2.99 4.28 0.45
H 3.46 1.87 1.91
H 1.79 -2.52 -0.08
H -3.36 -0.41 0.26
O 3.92 1.26 1.33
H -0.85 -3.35 0.47
H 1.94 1.53 -0.64
C -1.15 -2.31 0.28
H 1.21 1.28 2.29
H -4.08 -0.81 -2.52
H 3.12 -1.18 -1.23
H -4.01 0.74 -0.48
H 4.58 2.60 -0.13
O -1.02 3.52 -1.76
H 2.87 -0.83 -2.61
H -1.43 4.15 -2.35
O -4.74 -0.54 3.48
O 0.30 2.94 2.15
H -0.26 -4.47 -1.49
O 2.85 -1.61 -2.04
H 1.66 -1.23 0.91
H 3.34 1.31 -0.92
H -2.49 1.90 0.71
H -3.93 -0.18 3.08
H 3.33 -4.28 -2.57
O 1.70 0.63 2.85
N 1.15 -1.93 0.39
H -1.09 -1.84 3.78
O 2.02 4.38 0.42
H -2.68 -3.46 -2.63
H 0.44 -4.79 -2.79
H -0.53 3.10 1.67
H 1.65 3.84 -0.28
C -0.05 -1.30 -0.18
O -2.66 -3.04 -1.77
H 1.04 0.76 3.56
C -0.36 0.06 0.32
H -0.07 -1.40 -1.28
H 4.41 3.71 -1.33
H -2.97 -3.68 -1.13
O 4.00 3.20 -0.63
O -3.41 -0.13 -2.42
O 2.48 0.93 -1.17
O -3.48 0.54 0.30
O 2.48 -4.18 -3.01
H -0.04 -1.37 2.70
```

As for the largest force on an atom: 3.2 eV/A. The energy relative to the best compared isomer or geometry (same formula, charge and spin) is 296.1 kJ/mol. For the total energy, the calculation gives -1471.4931 a.u. The total charge is 0.

---

(4)
Entry from OMol25: C7H8N2O4PmS as an isolated structure in a non-equilibrium geometry (ωB97M-V/def2-TZVPD).

Geometry as XYZ:
```
23
C7H8N2O4PmS, DFT ωB97M-V/def2-TZVPD
H 0.00 1.97 3.67
C 0.00 -2.53 -0.66
O -0.01 3.67 -0.86
C 2.56 0.01 -0.80
H 0.00 -1.97 3.67
H 0.96 -1.22 -4.25
C 0.00 -0.67 -4.29
O 0.01 -3.67 -0.86
N 0.00 1.21 4.38
C 0.00 0.00 3.79
O -3.69 -0.01 -1.05
H -0.96 -1.22 -4.25
N 0.00 -1.21 4.37
C -2.56 0.00 -0.81
Pm 0.00 0.00 -0.33
H 0.00 1.46 5.36
H 0.00 -1.47 5.36
C 0.00 2.53 -0.66
S 0.00 0.00 2.07
H -0.96 1.22 -4.25
H 0.96 1.22 -4.25
C 0.00 0.67 -4.29
O 3.69 0.01 -1.06
```

As for the largest force on an atom: 5.6 eV/A. Its spin multiplicity is 5. For the total energy, the calculation gives -1687.1677 a.u. The total charge is +3.

---

(5)
Entry from OMol25: one molecule with the formula C3H7NO2 in a non-equilibrium geometry (ωB97M-V/def2-TZVPD).

Geometry as XYZ:
```
13
C3H7NO2, DFT ωB97M-V/def2-TZVPD
N -1.79 -0.66 0.22
H -1.96 -1.41 0.82
H -1.03 1.45 0.45
H 2.90 0.17 0.47
H -2.43 -0.72 -0.72
O 2.25 -0.54 -0.09
O -0.33 1.87 0.03
H 0.94 0.12 1.48
H -0.30 -1.31 -1.21
C -0.41 -0.68 -0.34
H 0.95 1.08 -1.22
C 0.94 -0.13 0.43
C 0.26 0.77 -0.32
```

As for the largest force on an atom: 8.8 eV/A. The energy relative to the best compared isomer or geometry (same formula, charge and spin) is 488.6 kJ/mol. As for the SMILES: NC1[C@@H](O)[C@@H]1O. For the total energy, the calculation gives -323.5949 a.u. The total charge is 0.

---

(6)
Entry from OMol25: one molecule with the formula C25H32ClN3O3 (ωB97M-V/def2-TZVPD).

Geometry as XYZ:
```
64
C25H32ClN3O3, DFT ωB97M-V/def2-TZVPD
H 0.68 -3.43 -2.53
H -1.25 -1.24 1.17
C -1.84 -1.57 -1.74
N 0.48 1.48 -1.09
H 3.57 2.14 -0.08
H -2.06 0.73 3.21
H 1.62 0.26 0.16
H -2.08 -2.13 -0.85
H -0.55 0.81 4.15
C -0.63 1.57 -0.35
H -2.07 -3.59 1.09
H 0.78 1.63 -3.14
H -3.21 0.72 -3.81
H -2.73 -1.43 2.10
C -0.02 -3.55 1.86
N -0.34 0.94 2.10
H -1.94 -3.70 2.84
C -2.49 0.03 -3.40
H 1.71 -3.36 3.14
C 1.76 1.07 -0.55
H -3.73 -0.58 -1.77
C 0.46 -2.66 -1.78
C -1.52 -3.21 1.95
C -1.68 -1.70 2.06
C -1.25 -0.11 -4.01
H 1.56 4.20 -2.67
H -0.61 -4.00 -0.56
H -1.01 0.45 -4.90
H 1.11 3.91 -0.21
N 0.10 -3.29 -0.54
C -2.77 -0.70 -2.26
H 3.29 4.85 0.57
H 2.69 2.85 -2.58
C 1.79 3.27 -2.14
O -3.45 1.31 1.29
C 0.47 -1.63 3.42
H 2.33 0.66 -1.39
O 1.46 -2.01 0.70
H 1.38 -2.10 -1.59
H -0.33 2.82 -2.45
C 2.50 2.28 0.05
H 0.19 -3.69 3.99
C 0.60 -2.86 0.65
C 0.64 -3.12 3.17
H 4.02 4.39 -0.97
H 1.10 -1.11 2.69
C -0.32 -0.98 -3.47
H 2.74 5.60 -0.93
C -2.42 1.49 0.69
O -2.52 2.52 -1.63
C -0.98 -1.14 3.30
Cl 1.23 -1.13 -4.24
H 0.65 0.77 2.05
C -1.00 1.23 0.96
C 0.61 2.29 -2.29
H -1.53 -1.47 4.19
C -1.02 0.40 3.26
C 3.09 4.67 -0.49
H 2.29 2.37 1.12
H 0.10 -4.64 1.73
C 2.05 3.57 -0.66
C -0.59 -1.73 -2.33
C -2.00 1.96 -0.69
H 0.86 -1.38 4.41
```

As for the largest force on an atom: 0.8 eV/A. The energy relative to the best compared isomer or geometry (same formula, charge and spin) is 3.4 kJ/mol. As for the SMILES: CC1CCN(c2c(NC[C@H]3CC[C@@H](C(=O)NCc4ccccc4Cl)CC3)c(=O)c2=O)CC1. For the total energy, the calculation gives -1822.0574 a.u. The total charge is 0.